Density functional theory data (the ωB97M-V functional and the def2-TZVPD basis) for C17H26BaCl2N4O8 as an isolated structure at a distorted geometry.

## Properties
E_HOMO = -2.8 eV
E_tot = -66135.049 eV
Kohn-Sham gap = 0.2555 Ha
relative energy (zero: lowest compared OMol25 entry of this formula, charge and spin) = 0.8817 eV
lowest unoccupied orbital energy = 0.151 Eh
total charge = -2

```
58
Properties=species:S:1:pos:R:3:forces:R:3
Ba 0.235802 0.363679 -0.136349 0.5540 -1.4110 0.1376
O -1.004935 0.689312 4.058062 -0.0431 0.0434 0.0833
C -0.936236 0.028025 3.014000 -0.1942 -0.1574 -0.1475
O 0.001129 -0.054541 2.180175 -0.2570 -0.2527 2.0537
C -2.152318 -0.873943 2.659179 -0.0153 0.0776 0.0836
N -2.591893 -0.815800 1.266684 0.0786 0.0753 0.0360
C -3.147602 -2.087697 0.840853 -0.0216 -0.0302 -0.0934
C -2.088225 -3.094724 0.400977 -0.0500 0.0275 0.0347
N -1.178740 -2.626361 -0.622052 -0.0158 0.1086 0.0164
C -1.772676 -2.473567 -1.940796 -0.0644 -0.0579 -0.0845
C -2.471762 -1.145246 -2.246792 -0.0911 -0.0328 0.1524
N -1.637271 0.028254 -2.086465 0.0035 0.3335 -0.3471
C -2.399395 1.280618 -1.960347 -0.2397 -0.0013 0.0159
C -1.871124 2.354538 -0.977562 -0.3719 -0.1130 0.1040
N -1.719038 1.995514 0.444756 -0.3736 0.6109 -0.1707
C -2.934791 1.688891 1.173394 -0.0160 -0.0429 0.1181
C -3.508590 0.279609 1.019290 -0.2039 0.0065 -0.0363
C -0.983043 3.077809 1.142103 -0.1534 0.1363 -0.0475
C 0.468309 3.399664 0.643938 -0.1532 0.2513 0.2263
O 0.710925 4.587871 0.399509 -0.0812 0.0527 0.0238
O 1.254723 2.417492 0.638088 0.4280 1.1515 0.2987
C -0.651187 0.109699 -3.185606 -0.1113 0.1977 -0.2046
C 0.301648 1.348391 -3.129130 -0.0051 0.0501 -0.3274
O 0.152735 2.192964 -4.028042 -0.1415 -0.0463 -0.0527
O 1.130165 1.347747 -2.188362 0.2742 0.5871 -1.2224
C 0.022813 -3.452423 -0.694968 0.0194 -0.0604 -0.0548
C 1.192890 -2.688047 -1.366151 -0.1720 -0.0743 0.2399
O 1.751756 -3.205592 -2.340388 0.0546 -0.0851 -0.0594
O 1.436815 -1.586056 -0.800294 1.0909 -1.6033 -0.6897
H -2.993701 -0.654037 3.338092 0.0323 0.0114 -0.0019
H -1.817136 -1.893737 2.864148 0.0042 -0.0024 0.0165
H -3.847318 -1.920053 0.021420 -0.0006 0.0083 0.0063
H -3.741960 -2.557831 1.646876 -0.0090 0.0064 -0.0167
H -2.624101 -4.013825 0.080362 0.0342 -0.0103 0.0133
H -1.486553 -3.367438 1.269802 0.0174 0.0246 0.0082
H -2.516337 -3.275854 -2.123675 0.0308 0.0061 -0.0306
H -0.980158 -2.622692 -2.675929 0.0027 0.0009 -0.0023
H -3.339467 -1.031649 -1.600452 -0.0065 0.0155 -0.0290
H -2.858321 -1.221142 -3.282560 0.0046 0.0076 0.0124
H -3.426335 1.038861 -1.679295 0.0084 -0.0443 -0.0669
H -2.443858 1.760928 -2.948048 -0.0542 0.1484 0.0814
H -2.565849 3.210146 -1.050172 0.0617 0.0128 -0.1537
H -0.905519 2.702000 -1.343008 0.0970 0.1473 0.0491
H -3.749160 2.399247 0.926142 0.0268 -0.0024 -0.0041
H -2.707629 1.835267 2.231173 -0.0167 0.0091 -0.0015
H -3.912866 0.150584 0.016086 -0.0145 0.0007 0.0117
H -4.376073 0.229499 1.713032 0.0151 0.0227 -0.0405
H -0.854925 2.768142 2.182119 -0.0931 -0.0138 0.0158
H -1.587461 3.997270 1.104785 0.1163 0.0594 0.0312
H -1.190687 0.162684 -4.144232 0.0281 -0.1084 0.0020
H -0.011710 -0.774576 -3.163639 -0.0531 -0.0646 0.0102
H -0.164437 -4.400764 -1.226678 0.0169 0.0198 0.0119
H 0.341225 -3.676645 0.325857 0.0151 -0.0065 -0.0343
Cl 3.399977 0.019120 1.248557 0.0343 -0.0623 0.2163
C 3.638819 -1.671266 1.685881 0.0528 -0.0432 -0.1756
Cl 2.224480 -2.430170 2.431115 -0.1191 -0.0366 0.1125
H 4.437290 -1.738301 2.416479 0.0669 0.0771 -0.0923
H 3.860682 -2.231356 0.784123 -0.0266 0.0751 -0.0357
```
Forces are in eV/Å.

Density functional theory data (the ωB97M-V functional and the def2-TZVPD basis) for one molecule with the formula C10H10FNO at a distorted geometry.

## Properties
E_HOMO (spin up / spin down) = -6.2 / -8.2 eV
multiplicity = 3
E_tot = -16779.543 eV
Kohn-Sham gap (spin up / spin down) = 0.2176 / 0.2896 Ha
relative energy (zero: lowest compared OMol25 entry of this formula, charge and spin) = 0.0000 eV
lowest unoccupied orbital energy (spin up / spin down) = -0.011 / -0.012 Eh
total charge = 0

```
23
Properties=species:S:1:pos:R:3:forces:R:3
C -3.417669 -0.212677 0.331950 1.5134 -0.7882 -1.1865
C -2.876627 -1.505033 -0.105876 0.0645 -0.8426 -0.1395
C -2.651690 0.866668 0.198171 -0.1523 0.3627 1.5006
C -1.570608 -1.752175 -0.350122 -2.6032 2.4777 0.1742
C -0.631547 1.931812 -0.433577 -0.8562 0.2912 0.3436
C -1.215861 0.779124 -0.044733 -1.0193 -0.3610 -1.2220
C -0.724011 -0.645405 -0.069506 1.0490 2.7175 0.2353
C 1.316473 -0.092080 0.968407 2.6758 0.2924 0.0966
C 2.705918 0.139300 0.320514 -4.4961 5.4938 -0.0517
C 4.852494 -0.430232 -0.325742 3.2998 -1.2763 -0.6067
N 0.440594 -0.940813 0.283667 1.3254 -2.2863 -0.0636
O 3.714906 -0.623535 0.274525 -0.9737 -3.9402 1.8365
F 2.696632 1.225453 -0.608652 0.1675 -1.4924 0.5576
H -4.447166 -0.171837 0.552434 -0.9965 0.1955 0.2132
H -3.637931 -2.238688 -0.259106 -0.1712 -0.7430 -0.0037
H -3.082575 1.835498 0.388080 -0.0050 0.3439 -0.0364
H -0.989897 -2.538747 -0.688044 0.1240 -2.1289 -0.5005
H -1.327457 2.784121 -0.236942 1.0785 -0.3531 -0.6002
H 1.664542 -0.669154 1.874476 -0.8544 0.8560 -0.3133
H 0.821393 0.894257 1.119098 0.9875 -0.4716 0.6123
H 5.477585 -1.355793 -0.101287 -0.3639 1.7375 -0.7758
H 0.328920 2.111547 -0.924638 -0.2449 -0.3178 0.5306
H 4.782901 0.068091 -1.266523 0.4514 0.2330 -0.6003
```
Forces are in eV/Å.

Density functional theory data (the ωB97M-V functional and the def2-TZVPD basis) for a 3-piece molecular cluster, C3H9NO2 overall.

## Properties
E_HOMO (spin up / spin down) = -0.6 / -2.1 eV
multiplicity = 2
E_tot = -8838.999 eV
Kohn-Sham gap (spin up / spin down) = 0.1459 / 0.1989 Ha
relative energy (zero: lowest compared OMol25 entry of this formula, charge and spin) = 2.4176 eV
lowest unoccupied orbital energy (spin up / spin down) = 0.124 / 0.123 Eh
total charge = -1

```
15
Properties=species:S:1:pos:R:3:forces:R:3
C -1.194941 0.778878 0.614792 0.5918 -0.1448 0.0990
C -1.727057 1.437720 -0.441217 -0.0595 0.3494 -0.1039
C 0.103100 -1.218828 0.075264 -0.3011 -0.2100 -0.1055
N -0.900842 -0.531221 0.665022 -0.0267 0.0730 -0.1596
H -0.948670 1.391616 1.505020 -0.4669 -0.0093 0.2445
H -1.874507 0.892033 -1.362496 -0.1777 -0.0256 -0.1323
H -2.078595 2.469425 -0.390955 0.2518 -0.1131 0.0874
H 1.141610 -1.165138 0.432644 0.0184 0.2507 -0.2126
H -0.140978 -2.103471 -0.524865 0.1069 -0.0384 0.3538
H 1.577521 -4.382372 -0.475344 -0.0359 0.3295 -0.0381
H 1.961090 -4.296647 -1.943974 -0.0216 0.1010 0.0196
O 1.920523 -3.769153 -1.138913 0.1356 -0.4596 -0.0252
H 0.794123 3.446689 0.223485 0.0312 -0.2326 0.0024
H 0.287802 3.422587 1.634738 0.0384 -0.1749 0.0173
O 1.079821 3.627885 1.126797 -0.0845 0.3049 -0.0467
```
Forces are in eV/Å.

Q: Among the records above, which one has the highest total charge?
A: C10H10FNO